Here is a structure of composition C28H43BrGeI2N3O5Si3Ti at a distorted geometry from OMol25. Energies are from ωB97M-V/def2-TZVPD.

Element x y z (Å)
Ti1 1.204 -0.128 -0.120
O1 0.277 -0.084 1.536
N1 0.863 0.674 2.528
N2 1.800 1.474 1.967
O2 1.985 1.437 0.610
C1 2.647 2.225 2.740
C2 2.560 2.196 4.148
C3 3.443 2.956 4.902
C4 4.413 3.752 4.302
C5 4.486 3.775 2.909
C6 3.623 3.026 2.126
H1 1.808 1.575 4.614
H2 3.371 2.921 5.985
H3 5.102 4.334 4.904
H4 5.236 4.388 2.420
H5 3.695 3.025 1.048
C7 -3.957 -2.548 0.056
Si1 -2.073 -2.353 0.005
C8 -1.496 -3.621 -1.228
C9 -1.443 -2.810 1.697
Ge1 -1.838 -0.038 -0.526
Si2 -2.414 1.353 1.328
C10 -4.252 1.736 1.096
C11 -2.339 0.563 3.013
C12 -1.562 2.990 1.416
Si3 -3.385 0.496 -2.320
C13 -5.245 0.333 -2.003
C14 -3.151 -0.552 -3.875
C15 -3.124 2.313 -2.778
H6 -4.226 -3.541 0.448
H7 -4.372 -2.458 -0.957
H8 -4.440 -1.787 0.685
H9 -2.051 -4.547 -1.032
H10 -0.426 -3.824 -1.124
H11 -1.691 -3.310 -2.258
H12 -1.736 -3.841 1.940
H13 -1.834 -2.130 2.459
H14 -0.352 -2.736 1.727
H15 -4.827 0.829 0.871
H16 -4.407 2.442 0.268
H17 -4.665 2.185 2.012
H18 -3.013 -0.302 3.082
H19 -2.655 1.308 3.754
H20 -1.323 0.237 3.253
H21 -1.428 3.448 0.432
H22 -0.564 2.887 1.858
H23 -2.165 3.654 2.050
H24 -5.524 -0.656 -1.620
H25 -5.758 0.483 -2.965
H26 -5.615 1.084 -1.298
H27 -3.955 -1.299 -3.953
H28 -2.194 -1.078 -3.899
H29 -3.193 0.091 -4.763
H30 -4.051 2.882 -2.633
H31 -2.821 2.400 -3.827
H32 -2.340 2.786 -2.174
O3 0.325 3.341 -1.207
H33 0.092 2.391 -1.234
H34 1.183 3.307 -0.766
Br1 7.032 -2.532 3.873
C16 5.551 -2.630 2.686
C17 4.716 -1.544 2.555
C18 3.617 -1.649 1.704
C19 3.362 -2.804 1.007
C20 4.216 -3.872 1.151
C21 5.323 -3.800 1.994
C22 2.174 -2.974 0.059
O4 1.954 -4.050 -0.424
O5 1.446 -1.924 -0.145
H35 4.902 -0.628 3.100
H36 2.962 -0.799 1.634
H37 4.004 -4.771 0.586
H38 5.996 -4.637 2.104
I1 3.470 0.067 -1.837
I2 6.109 1.057 -3.369
N3 -0.204 0.507 -1.331
C23 -0.009 0.135 -2.697
C24 0.249 -1.183 -3.096
C25 0.511 -1.499 -4.422
C26 0.504 -0.513 -5.399
C27 0.217 0.795 -5.024
C28 -0.038 1.113 -3.696
H39 0.275 -1.962 -2.348
H40 0.740 -2.526 -4.684
H41 0.737 -0.753 -6.431
H42 0.203 1.582 -5.773
H43 -0.229 2.140 -3.409

The calculation puts the calculated total energy at -233955.992 eV. The energy relative to the best compared isomer or geometry (same formula, charge and spin) comes out at 0.956 eV. The net charge is -2. Its multiplicity is 4.

Mulliken atomic charge list, values in e, 4 entries:
1 Ti -0.988
2 O -0.116
3 N -1.178
4 N 1.258